Entry 1:
{"formula": "C9H11BrO6", "method": "the ωB97M-V functional and the def2-TZVPD basis", "species": ["O", "C", "O", "C", "C", "C", "Br", "C", "C", "C", "C", "O", "O", "O", "C", "O", "H", "H", "H", "H", "H", "H", "H", "H", "H", "H", "H"], "xyz": [[-2.02, -4.25, 0.80], [-1.49, -3.31, 0.40], [-1.02, -3.27, -0.89], [-1.23, -2.11, 1.29], [-0.39, -1.05, 0.56], [-0.27, 0.28, 1.33], [0.21, 0.08, 3.23], [0.96, 1.01, 0.72], [0.36, 2.06, -0.24], [0.66, 1.99, -1.74], [1.66, 0.92, -2.09], [1.34, -0.19, -2.13], [2.95, 1.26, -2.34], [-1.02, 2.08, 0.08], [-1.43, 1.24, 1.05], [-2.48, 1.25, 1.50], [-1.75, -3.06, -1.49], [-0.65, -2.48, 2.12], [-2.18, -1.71, 1.63], [0.62, -1.44, 0.47], [-0.77, -0.82, -0.44], [1.81, 0.41, 0.43], [1.36, 1.59, 1.55], [0.70, 3.03, 0.11], [1.02, 2.97, -2.05], [-0.27, 1.78, -2.27], [3.33, 1.72, -1.59]], "homo_energy_ev": -10.442, "smiles": "O=C(O)CC[C@@]1(Br)C[C@@H](CC(=O)O)OC1=O", "charge": 0}

Entry 2:
{"formula": "C37H35Cl2P2PdS3", "method": "the ωB97M-V functional and the def2-TZVPD basis", "species": ["Pd", "C", "C", "S", "C", "C", "S", "H", "H", "H", "H", "H", "H", "Cl", "C", "C", "C", "C", "C", "Cl", "C", "S", "H", "H", "H", "C", "C", "P", "C", "C", "C", "C", "C", "C", "C", "C", "C", "C", "C", "C", "C", "P", "C", "C", "C", "C", "C", "C", "C", "C", "C", "C", "C", "C", "H", "H", "H", "H", "H", "H", "H", "H", "H", "H", "H", "H", "H", "H", "H", "H", "H", "H", "H", "H", "H", "H", "H", "H", "H", "H"], "xyz": [[0.12, -0.38, -0.91], [4.66, 0.31, -2.80], [3.19, 0.42, -2.49], [2.42, -0.97, -1.99], [2.50, 1.65, -2.65], [3.14, 2.81, -3.37], [0.91, 1.85, -2.16], [5.03, -0.67, -2.52], [5.22, 1.06, -2.23], [4.86, 0.48, -3.86], [4.21, 2.85, -3.18], [2.68, 3.74, -3.08], [3.00, 2.69, -4.45], [0.15, -3.02, -1.23], [0.06, -3.16, -2.95], [0.64, -4.25, -3.58], [0.56, -4.36, -4.96], [-0.11, -3.39, -5.70], [-0.68, -2.30, -5.06], [-1.51, -1.11, -5.99], [-0.60, -2.15, -3.67], [-1.33, -0.76, -2.91], [1.15, -5.00, -2.99], [1.00, -5.20, -5.46], [-0.18, -3.48, -6.77], [-2.62, -1.47, 0.81], [-3.15, -0.17, 0.21], [-1.77, 0.98, -0.20], [-1.51, 2.07, 1.24], [-2.53, 2.41, 2.12], [-2.27, 3.27, 3.18], [-1.00, 3.80, 3.36], [0.02, 3.49, 2.46], [-0.24, 2.63, 1.41], [-2.43, 2.13, -1.44], [-1.99, 3.46, -1.44], [-2.45, 4.35, -2.40], [-3.34, 3.92, -3.38], [-3.77, 2.60, -3.39], [-3.31, 1.71, -2.43], [-1.93, -1.28, 2.17], [-0.63, -2.58, 2.41], [0.88, -1.79, 1.67], [1.96, -2.66, 1.49], [3.23, -2.18, 1.19], [3.44, -0.81, 1.04], [2.38, 0.07, 1.18], [1.10, -0.41, 1.49], [-0.10, -2.28, 4.14], [0.58, -3.33, 4.77], [1.13, -3.15, 6.03], [1.00, -1.93, 6.68], [0.30, -0.90, 6.07], [-0.25, -1.07, 4.81], [-1.93, -1.90, 0.09], [-3.44, -2.18, 0.91], [-3.86, 0.32, 0.88], [-3.67, -0.38, -0.73], [-3.53, 2.03, 1.99], [-3.06, 3.53, 3.87], [-0.80, 4.45, 4.20], [1.01, 3.91, 2.59], [0.54, 2.39, 0.69], [-1.30, 3.81, -0.69], [-2.11, 5.38, -2.39], [-3.71, 4.61, -4.12], [-4.46, 2.26, -4.14], [-3.65, 0.68, -2.47], [-2.65, -1.38, 2.98], [-1.50, -0.28, 2.24], [1.81, -3.72, 1.63], [4.05, -2.87, 1.08], [4.43, -0.43, 0.83], [2.54, 1.13, 1.10], [0.35, 0.30, 1.82], [0.67, -4.28, 4.27], [1.65, -3.97, 6.51], [1.44, -1.79, 7.66], [0.19, 0.05, 6.58], [-0.80, -0.25, 4.36]], "homo_energy_ev": [-10.114, -10.151], "charge": 1}

Entry 3:
{"formula": "C3H2Li2O3Sr", "method": "the ωB97M-V functional and the def2-TZVPD basis", "species": ["C", "C", "O", "H", "H", "Li", "Li", "O", "C", "O", "Sr"], "xyz": [[0.19, 0.58, 1.19], [0.03, 0.22, -0.30], [-0.06, 1.71, 1.61], [0.49, -0.27, 1.80], [-0.64, 0.75, -0.99], [0.96, 3.17, 1.64], [-1.80, 1.83, 2.07], [0.78, -0.79, -0.74], [0.52, -1.46, -1.98], [-0.23, -1.74, -2.78], [-0.24, -4.00, -1.52]], "homo_energy_ev": [-12.557, -12.565], "charge": 2}

The records above give, respectively, DFT total energy values of -91838.3132 -118539.3971 -10513.1382 eV.